8
Properties=species:S:1:pos:R:3:forces:R:3 method="wB97M-V/def2-TZVPD" s2=2.0084 relative_energy_kcal_mol=55.33 multiplicity=3
C 0.343111 0.466657 -0.151886 1.16 -2.52 -8.10
C 0.339992 0.591926 1.170371 -0.72 1.10 7.63
O 0.103185 -1.104103 -2.374616 -0.11 -0.04 -1.93
S -0.063565 -1.441309 -1.002519 0.90 2.47 2.35
Cl 0.366781 1.743408 -1.245610 -0.20 -0.76 0.54
Cl 0.553572 2.122590 1.943193 -0.30 -1.09 -0.15
Cl 0.382173 -0.875474 2.098136 0.46 1.06 -0.31
Cl -2.025248 -1.503695 -0.437070 -1.19 -0.23 -0.03